Entry from OMol25: a cluster of 9 separate species, C12H36BF4O16S3 in total (wB97M-V/def2-TZVPD).

```
72
C12H36BF4O16S3 | OMol25 | wB97M-V/def2-TZVPD
B 0.841 1.453 1.108
F -0.122 2.364 1.543
F 0.918 1.330 -0.314
F 2.097 1.795 1.635
F 0.548 0.139 1.532
O -3.643 1.498 -0.097
S -4.137 0.157 -0.118
O -5.432 -0.156 0.434
O -4.087 -0.428 -1.624
C -5.300 -0.848 -2.223
C -5.559 -2.324 -2.013
C -2.877 -0.901 0.661
H -5.161 -0.710 -3.299
H -6.199 -0.276 -1.993
H -5.718 -2.583 -0.965
H -4.750 -2.932 -2.424
H -6.451 -2.670 -2.542
H -2.908 -0.783 1.738
H -1.924 -0.649 0.203
H -3.136 -1.937 0.443
O 2.832 -4.295 -1.986
S 1.965 -3.132 -1.998
O 2.266 -2.068 -2.924
O 0.486 -3.671 -2.379
C -0.168 -4.554 -1.477
C -1.589 -4.742 -1.904
C 1.720 -2.426 -0.343
H -0.216 -4.151 -0.458
H 0.363 -5.507 -1.436
H -2.030 -5.617 -1.428
H -1.583 -4.964 -2.980
H -2.266 -3.890 -1.858
H 2.632 -1.839 -0.287
H 1.624 -3.238 0.372
H 0.801 -1.850 -0.263
O 5.544 2.006 -0.128
S 5.064 2.921 -1.140
O 5.786 4.134 -1.405
O 5.026 2.157 -2.575
C 4.943 0.719 -2.541
C 4.867 0.110 -3.947
C 3.325 3.266 -0.939
H 4.083 0.353 -1.974
H 5.839 0.409 -2.002
H 4.035 0.539 -4.502
H 4.646 -0.935 -3.735
H 5.785 0.241 -4.514
H 2.958 4.074 -1.570
H 3.064 3.563 0.078
H 2.668 2.420 -1.142
O 2.424 -1.551 2.739
H 1.932 -0.832 2.307
H 3.109 -1.117 3.257
O -0.757 3.289 -1.320
H -1.277 2.573 -1.695
H -0.001 2.842 -0.894
O 3.390 3.266 3.389
H 2.827 2.604 2.929
H 4.095 2.759 3.800
O 0.736 4.847 2.506
H 1.648 4.579 2.676
H 0.358 4.137 1.956
C -2.113 1.059 4.401
C -2.883 1.886 3.376
O -4.005 1.030 3.187
C -4.180 0.226 4.299
O -5.078 -0.524 4.459
O -3.162 0.454 5.141
H -1.563 1.693 5.095
H -1.480 0.306 3.929
H -2.343 2.013 2.439
H -3.144 2.889 3.724
```

Its spin multiplicity is 1. The value obtained for the molar mass is 619.41 g mol⁻¹. The orbital gap comes out at 10.4 eV. Its highest occupied orbital energy is -8.293 eV. The total energy comes out at -89848.5816 eV. Its net charge is -1. Its energy relative to the best compared isomer or geometry (same formula, charge and spin) is 0.261 eV.

Atom charges from the Löwdin analysis, given in e for atoms 1 to 4: atom 1 (B): -1.21, atom 2 (F): 0.13, atom 3 (F): 0.08, atom 4 (F): 0.11